Entry 1:
{"formula": "C7H12", "method": "the ωB97M-V functional and the def2-TZVPD basis", "elements": ["C", "C", "C", "C", "C", "C", "C", "H", "H", "H", "H", "H", "H", "H", "H", "H", "H", "H", "H"], "xyz": [[-1.641, 0.279, -1.470], [-0.294, 0.849, -0.910], [0.290, -0.153, 0.007], [0.189, -0.100, 1.408], [-0.152, 1.119, 2.176], [2.118, -1.696, -0.554], [0.842, -1.340, -0.640], [-2.069, -0.431, -0.767], [-2.309, 1.124, -1.581], [-1.457, -0.250, -2.400], [0.394, 1.226, -1.663], [-0.590, 1.715, -0.319], [0.019, -1.037, 1.937], [0.189, 1.076, 3.208], [0.240, 2.020, 1.703], [-1.255, 1.139, 2.197], [2.763, -1.212, 0.166], [2.531, -2.496, -1.146], [0.190, -1.832, -1.353]], "atomic_forces_ev_per_a": [[0.792, -0.129, 0.023], [-0.917, 0.820, 1.139], [0.645, -1.019, -0.684], [-1.089, 0.664, 0.509], [0.589, -0.107, -0.471], [0.052, -0.199, 0.812], [-0.312, 0.164, -0.233], [-0.184, 0.051, 0.059], [-0.207, -0.111, -0.317], [-0.222, 0.109, -0.163], [0.076, -0.481, -0.242], [0.165, 0.132, 0.036], [0.643, -0.129, -0.140], [-0.060, -0.158, 0.056], [-0.257, 0.020, 0.076], [0.034, 0.158, 0.059], [0.238, 0.089, -0.123], [0.017, -0.050, -0.110], [-0.004, 0.175, -0.287]], "total_energy_ev": -7443.7712, "relative_energy_kj_mol": 65.8, "spin_multiplicity": 2, "homo_ha": [-0.541, -0.550], "s_squared": 0.7554, "total_charge": 1}

***

Entry 2:
{"formula": "C17H36F2N5O6S", "method": "the ωB97M-V functional and the def2-TZVPD basis", "elements": ["C", "C", "O", "N", "C", "C", "C", "C", "C", "C", "O", "C", "C", "C", "O", "N", "C", "N", "C", "C", "C", "N", "N", "C", "C", "F", "S", "O", "O", "F", "H", "H", "H", "H", "H", "H", "H", "H", "H", "H", "H", "H", "H", "H", "H", "H", "H", "H", "H", "H", "H", "H", "H", "H", "H", "H", "H", "H", "H", "H", "H", "H", "H", "H", "O", "H", "H"], "xyz": [[6.994, -1.069, 1.058], [5.952, -2.300, 0.618], [6.152, -3.527, 1.118], [4.867, -1.917, -0.370], [5.436, -1.810, -1.790], [3.703, -2.897, -0.357], [2.607, -2.589, 0.856], [1.790, -1.207, 0.390], [0.729, -0.691, 1.563], [-0.760, -0.275, 0.925], [-1.134, -1.533, 0.260], [-2.101, -1.326, -0.830], [-3.223, -2.557, -0.676], [-3.741, -3.138, -2.120], [-4.401, -2.172, 0.116], [-0.351, 0.913, 0.040], [-1.213, 2.087, 0.470], [-1.427, 3.179, -0.341], [-2.277, 4.344, 0.196], [-0.846, 3.299, -1.732], [-1.493, 2.285, -2.847], [-0.872, 2.658, -4.210], [-1.781, 1.873, 1.885], [-0.796, 2.533, 2.860], [-1.861, 0.347, 2.020], [-3.322, 0.129, 1.706], [-1.804, -0.358, 3.789], [-2.860, 0.336, 4.729], [-2.167, -1.891, 3.785], [-0.267, -0.216, 4.535], [6.797, -0.140, 0.349], [6.769, -0.800, 2.174], [8.080, -1.486, 0.901], [5.550, -2.862, -2.299], [4.711, -1.152, -2.453], [6.500, -1.298, -1.723], [4.047, -4.030, -0.366], [3.116, -2.734, -1.381], [1.846, -3.474, 0.968], [3.239, -2.438, 1.834], [1.297, -1.306, -0.671], [2.624, -0.361, 0.276], [1.230, 0.259, 2.063], [0.588, -1.484, 2.429], [-1.538, -1.420, -1.852], [-2.699, -0.297, -0.742], [-2.690, -3.447, -0.107], [-4.574, -3.967, -1.916], [-4.215, -2.285, -2.794], [-2.873, -3.697, -2.688], [-5.232, -2.094, -0.456], [0.608, 1.319, 0.254], [-1.778, 5.331, -0.252], [-2.161, 4.466, 1.378], [-3.415, 4.245, -0.058], [0.324, 3.251, -1.648], [-1.097, 4.403, -2.105], [-2.668, 2.316, -2.920], [-1.134, 1.163, -2.659], [-0.298, 1.850, -4.577], [-1.643, 2.902, -4.901], [0.130, 1.847, 3.072], [-0.365, 3.483, 2.279], [-1.410, 2.838, 3.809], [-5.564, 3.214, -0.373], [-5.127, 2.364, -0.216], [-6.507, 3.015, -0.274]], "atomic_forces_ev_per_a": [[-0.896, -0.746, -1.069], [1.754, -4.025, 1.637], [-1.861, 7.316, -2.950], [0.897, -2.060, 0.693], [0.506, 0.467, -0.359], [-1.319, -0.724, -0.692], [0.513, 0.585, -1.232], [0.903, 0.421, 0.600], [-0.010, -0.014, 0.907], [3.005, -1.747, 0.672], [-0.769, 4.015, 0.165], [-1.932, -0.825, -0.397], [-0.177, -0.838, -1.014], [-0.056, -0.404, 0.187], [0.141, 0.112, -1.598], [-2.584, 2.789, 1.382], [0.105, -0.383, -0.989], [-0.336, -2.553, 3.259], [0.410, 1.679, 0.994], [0.224, 1.127, -1.412], [0.933, -1.339, -0.796], [-1.305, -0.794, 0.393], [1.949, -0.933, -1.986], [0.667, 1.121, -0.110], [-1.794, 1.846, -2.447], [4.199, -0.211, 0.749], [-6.120, -4.940, 6.580], [5.177, -1.262, -4.411], [2.791, 6.345, -1.269], [-2.518, 0.261, -2.118], [0.446, -1.942, 1.654], [0.549, -0.570, -2.198], [-2.193, 0.907, 0.542], [-0.154, 1.934, 1.061], [1.534, -1.314, 1.462], [-2.276, -1.037, -0.272], [-0.543, 2.371, 0.262], [1.302, -0.293, 2.120], [1.589, 1.682, -0.186], [-1.546, -0.180, -1.736], [0.771, -0.131, 2.259], [-1.763, -1.817, 0.228], [-1.226, -1.846, -0.844], [0.285, 1.455, -2.006], [-1.051, 0.272, 1.893], [1.443, -2.187, -0.199], [-1.033, 1.990, -1.035], [1.799, 1.925, -0.359], [1.086, -1.760, 1.376], [-1.691, 1.339, 1.039], [2.055, -0.290, 0.901], [-1.094, -1.348, -0.388], [-1.379, -2.277, 0.843], [-0.282, -0.629, -2.717], [2.251, 0.032, 0.219], [-2.330, -0.230, -0.382], [0.544, -2.489, 0.956], [2.392, 0.149, 0.578], [-1.072, 2.514, 0.138], [-1.185, 1.393, 0.491], [1.572, -0.601, 1.201], [-1.873, 1.289, -0.146], [-1.012, -1.903, 1.626], [1.476, -0.643, -1.792], [0.099, -0.431, 0.049], [-0.251, 0.204, 0.016], [0.263, 0.172, -0.023]], "total_energy_ev": -54199.0692, "spin_multiplicity": 1, "homo_ha": -0.424, "total_charge": 1}

***

Entry 3:
{"formula": "C26H38Cl3N12NaS2Si", "method": "the ωB97M-V functional and the def2-TZVPD basis", "elements": ["Na", "C", "C", "N", "C", "S", "N", "N", "C", "C", "C", "C", "C", "C", "C", "N", "H", "H", "H", "H", "H", "H", "H", "H", "H", "H", "H", "H", "H", "C", "C", "N", "C", "S", "N", "N", "C", "C", "C", "C", "C", "C", "C", "N", "H", "H", "H", "H", "H", "H", "H", "H", "H", "H", "H", "H", "H", "C", "N", "C", "N", "C", "N", "C", "N", "C", "C", "H", "H", "H", "H", "H", "H", "H", "H", "H", "H", "H", "H", "Cl", "Si", "Cl", "Cl"], "xyz": [[-0.578, 1.996, -1.239], [-1.344, 4.546, 4.542], [-0.401, 3.429, 4.111], [-1.091, 2.335, 3.465], [-1.351, 2.235, 2.135], [-1.001, 3.546, 1.088], [-1.909, 1.039, 1.838], [-1.888, 0.698, 0.543], [-2.576, -0.338, 0.188], [-3.509, -1.082, 1.104], [-2.418, -0.796, -1.203], [-3.135, -1.900, -1.688], [-2.938, -2.317, -2.992], [-2.042, -1.634, -3.799], [-1.377, -0.548, -3.244], [-1.549, -0.148, -1.993], [-0.785, 5.351, 5.027], [-2.090, 4.170, 5.246], [-1.858, 4.952, 3.670], [0.121, 3.012, 4.974], [0.351, 3.824, 3.426], [-1.174, 1.463, 3.966], [-3.547, -0.565, 2.059], [-3.185, -2.111, 1.286], [-4.518, -1.117, 0.680], [-3.823, -2.425, -1.042], [-3.482, -3.173, -3.375], [-1.860, -1.924, -4.825], [-0.672, 0.036, -3.828], [-2.183, 2.678, -7.182], [-1.097, 3.637, -6.708], [-0.036, 2.976, -5.986], [0.010, 2.793, -4.622], [-1.382, 3.139, -3.694], [1.212, 2.377, -4.235], [1.305, 2.032, -2.923], [2.492, 1.823, -2.484], [3.719, 2.035, -3.328], [2.653, 1.329, -1.098], [3.903, 0.912, -0.629], [4.026, 0.458, 0.675], [2.908, 0.422, 1.487], [1.704, 0.836, 0.933], [1.573, 1.274, -0.313], [-2.967, 3.216, -7.724], [-2.629, 2.186, -6.318], [-1.765, 1.914, -7.842], [-1.542, 4.393, -6.059], [-0.648, 4.149, -7.566], [0.858, 2.852, -6.432], [3.486, 2.749, -4.114], [4.036, 1.107, -3.816], [4.552, 2.406, -2.731], [4.765, 0.930, -1.279], [4.988, 0.132, 1.052], [2.940, 0.075, 2.512], [0.801, 0.797, 1.526], [-0.429, -2.207, 2.614], [1.026, -2.182, 2.432], [1.606, -3.280, 3.202], [1.084, -4.591, 2.771], [-0.373, -4.558, 2.936], [-1.006, -3.488, 2.165], [-0.657, -3.675, 0.754], [0.792, -3.679, 0.527], [1.317, -2.393, 1.016], [1.372, -4.744, 1.344], [-0.879, -1.384, 2.056], [-0.655, -2.069, 3.673], [1.377, -3.140, 4.258], [2.692, -3.266, 3.083], [-0.601, -4.413, 3.994], [-0.785, -5.519, 2.611], [-1.100, -2.870, 0.167], [-1.071, -4.629, 0.410], [0.866, -1.587, 0.432], [2.399, -2.369, 0.865], [2.457, -4.743, 1.204], [0.975, -5.706, 1.004], [0.232, -1.411, 6.396], [1.728, 0.028, 5.629], [3.456, -1.338, 5.671], [2.121, 1.030, 7.561]], "atomic_forces_ev_per_a": [[-0.038, -0.046, 0.096], [0.021, 0.008, 0.022], [-0.016, -0.005, -0.016], [0.000, -0.013, -0.025], [0.001, -0.186, -0.178], [-0.108, -0.184, 0.125], [0.114, 0.151, 0.001], [0.038, 0.224, 0.072], [0.002, -0.030, 0.059], [0.005, 0.005, 0.008], [-0.012, -0.032, -0.054], [0.026, 0.004, 0.003], [0.005, -0.004, 0.009], [-0.008, 0.007, -0.001], [-0.011, -0.004, 0.042], [0.035, 0.048, -0.062], [-0.012, -0.003, -0.004], [0.001, 0.005, -0.001], [0.008, -0.006, -0.002], [-0.004, -0.001, 0.011], [-0.009, 0.006, -0.004], [-0.011, 0.013, -0.017], [0.002, 0.005, 0.004], [0.007, 0.000, -0.011], [0.004, -0.009, 0.011], [-0.007, 0.001, -0.005], [-0.004, 0.002, 0.001], [0.004, 0.001, 0.005], [-0.003, 0.003, -0.009], [-0.004, 0.007, -0.003], [0.009, -0.032, 0.006], [0.010, 0.008, 0.030], [0.096, 0.032, -0.008], [-0.050, 0.018, -0.039], [-0.118, -0.019, -0.017], [-0.169, 0.026, -0.087], [0.169, 0.003, -0.129], [0.039, 0.017, -0.051], [0.245, -0.094, 0.111], [-0.053, 0.001, -0.037], [0.000, 0.001, 0.026], [0.080, 0.039, 0.041], [0.025, 0.047, 0.000], [-0.091, -0.021, 0.041], [0.004, -0.009, 0.004], [0.001, 0.004, -0.001], [-0.004, 0.005, 0.001], [-0.003, 0.006, 0.006], [0.004, -0.002, 0.000], [-0.007, -0.005, -0.005], [0.002, -0.008, 0.008], [0.005, -0.008, 0.025], [0.004, 0.008, -0.005], [0.003, 0.002, 0.010], [0.011, 0.004, -0.007], [-0.021, -0.010, -0.015], [-0.155, 0.049, 0.075], [0.032, 0.029, 0.014], [-0.045, 0.027, 0.016], [0.024, -0.007, -0.021], [0.023, 0.010, -0.008], [0.002, -0.013, -0.023], [-0.031, -0.004, -0.038], [0.024, -0.025, 0.047], [-0.019, 0.006, 0.003], [-0.051, -0.055, -0.003], [0.002, -0.001, 0.018], [0.013, -0.008, -0.016], [0.022, 0.008, 0.000], [0.002, 0.048, 0.024], [-0.019, -0.024, -0.009], [-0.003, 0.004, 0.004], [-0.004, -0.012, 0.000], [-0.020, 0.039, -0.021], [0.002, -0.001, -0.001], [0.003, -0.038, -0.009], [-0.012, -0.007, -0.010], [0.001, -0.003, 0.004], [0.000, 0.001, -0.002], [-0.002, -0.042, -0.014], [-0.061, 0.080, 0.012], [0.051, -0.024, -0.008], [0.008, -0.020, -0.024]], "total_energy_ev": -116999.8060, "relative_energy_kj_mol": 22.1, "spin_multiplicity": 1, "homo_ha": -0.087, "total_charge": -2}

***

Entry 4:
{"formula": "C4H10N2O", "method": "the ωB97M-V functional and the def2-TZVPD basis", "elements": ["C", "N", "C", "O", "C", "C", "N", "H", "H", "H", "H", "H", "H", "H", "H", "H", "H"], "xyz": [[-0.374, -0.668, 0.100], [0.025, 0.100, 1.198], [-0.846, 0.972, 1.896], [-1.936, 1.233, 1.494], [0.393, -0.316, -1.223], [1.825, 0.205, -0.991], [0.363, -1.416, -2.155], [-1.443, -0.558, -0.051], [-0.216, -1.742, 0.256], [1.015, 0.015, 1.420], [-0.425, 1.321, 2.845], [-0.212, 0.496, -1.634], [2.304, -0.342, -0.200], [2.391, 0.364, -1.893], [1.775, 1.205, -0.550], [0.622, -2.299, -1.728], [1.021, -1.239, -2.904]], "atomic_forces_ev_per_a": [[-1.028, -0.012, -0.720], [0.323, -0.674, -0.799], [0.281, 0.138, 0.865], [-0.077, -0.187, -0.412], [1.115, 0.142, -0.374], [-1.252, 1.520, 0.887], [-0.109, -0.143, 0.574], [-0.132, 0.091, 0.026], [0.357, -0.131, 0.314], [-0.167, 0.368, 0.537], [0.087, 0.123, -0.102], [-0.192, 0.192, 0.065], [0.792, -0.897, -0.214], [0.288, -0.587, -0.281], [-0.111, 0.253, -0.105], [-0.166, -0.119, -0.162], [-0.009, -0.078, -0.099]], "total_energy_ev": -9328.2886, "relative_energy_kj_mol": 158.2, "spin_multiplicity": 2, "homo_ha": [-0.533, -0.507], "s_squared": 0.7623, "total_charge": 1}